No. 1
The following is a quantum chemistry calculation of 12 unconnected molecules or ions with the total composition C44H46F5N7 in a non-equilibrium geometry, from OMol25.

- E: -2586.646623 a.u.
- Highest occupied orbital energy: -9.389 eV
- Energy above the lowest of the compared OMol25 structures with the same formula, charge and spin: 398.64 kJ/mol
- Largest force on an atom: 0.0854 hartree/bohr
- Frontier orbital gap: 0.3556 Ha
- SMILES: Fc1ccccc1.Fc1ccccc1.Fc1ccccc1.Fc1ccccc1.Fc1ccccc1.CC#N.CC#N.CC#N.CC#N.CC#N.CC#N.CC#N

Each line ends with the Mulliken charge.
Element x y z (Å)
F 27.773 -14.209 -5.976  -0.298
C 26.770 -15.095 -6.206  0.470
C 25.563 -15.038 -5.516  -0.507
C 24.633 -16.009 -5.716  -0.294
C 24.879 -17.047 -6.527  -0.430
C 26.043 -17.093 -7.296  -0.310
C 27.051 -16.092 -7.117  -0.437
H 25.390 -14.353 -4.698  0.361
H 23.775 -15.949 -5.063  0.334
H 24.143 -17.836 -6.487  0.347
H 26.076 -17.934 -7.973  0.345
H 28.011 -16.131 -7.610  0.420
F 28.786 -15.419 -14.102  -0.285
C 28.841 -15.523 -15.447  0.153
C 28.546 -16.801 -16.041  -0.166
C 28.604 -16.947 -17.446  -0.610
C 28.946 -15.817 -18.178  -0.246
C 29.381 -14.647 -17.642  -0.530
C 29.324 -14.525 -16.270  -0.178
H 28.232 -17.620 -15.410  0.385
H 28.226 -17.876 -17.846  0.388
H 29.004 -15.848 -19.256  0.331
H 29.772 -13.823 -18.220  0.394
H 29.485 -13.585 -15.762  0.365
F 33.781 -18.397 -23.124  -0.285
C 34.908 -18.410 -23.832  0.114
C 35.823 -17.363 -23.832  -0.206
C 37.004 -17.393 -24.628  -0.487
C 37.226 -18.455 -25.445  -0.238
C 36.328 -19.488 -25.519  -0.486
C 35.227 -19.489 -24.686  -0.199
H 35.722 -16.503 -23.186  0.370
H 37.713 -16.582 -24.549  0.366
H 38.188 -18.569 -25.922  0.336
H 36.467 -20.234 -26.287  0.364
H 34.619 -20.377 -24.781  0.351
F 22.189 -16.939 -24.044  -0.305
C 23.026 -17.735 -24.764  0.468
C 24.322 -17.829 -24.354  -0.419
C 25.147 -18.642 -25.128  -0.339
C 24.707 -19.166 -26.328  -0.477
C 23.390 -18.913 -26.740  -0.317
C 22.564 -18.238 -25.944  -0.375
H 24.744 -17.144 -23.633  0.373
H 26.182 -18.761 -24.841  0.333
H 25.443 -19.763 -26.846  0.361
H 23.088 -19.392 -27.660  0.340
H 21.639 -17.851 -26.344  0.357
F 18.985 -9.935 -12.213  -0.289
C 20.127 -10.676 -12.288  0.417
C 20.645 -10.994 -13.547  -0.468
C 21.940 -11.687 -13.554  -0.350
C 22.515 -12.176 -12.385  -0.439
C 21.863 -11.959 -11.167  -0.324
C 20.710 -11.181 -11.131  -0.364
H 20.195 -10.721 -14.490  0.390
H 22.423 -12.051 -14.449  0.347
H 23.542 -12.509 -12.411  0.362
H 22.325 -12.325 -10.261  0.357
H 20.313 -10.829 -10.191  0.361
C 33.465 -8.598 -20.811  -0.709
C 34.748 -8.614 -21.525  0.261
N 35.754 -8.585 -22.024  -0.309
H 33.291 -9.654 -20.600  0.234
H 32.663 -8.170 -21.412  0.255
H 33.484 -8.097 -19.843  0.268
C 31.894 -12.116 -10.277  -0.642
C 32.444 -11.586 -8.966  0.230
N 32.917 -11.204 -7.996  -0.341
H 30.834 -11.870 -10.211  0.245
H 32.138 -13.178 -10.276  0.246
H 32.295 -11.516 -11.094  0.263
C 31.339 -16.096 -28.305  -0.765
C 30.935 -15.358 -27.100  0.328
N 30.721 -14.771 -26.144  -0.342
H 32.156 -15.553 -28.780  0.251
H 30.580 -16.293 -29.062  0.270
H 31.827 -17.046 -28.086  0.259
C 25.959 -6.260 -15.211  -0.692
C 27.229 -6.827 -15.697  0.302
N 28.254 -7.238 -16.130  -0.372
H 26.006 -5.181 -15.358  0.249
H 25.842 -6.533 -14.162  0.249
H 25.093 -6.620 -15.766  0.263
C 32.302 -24.968 -10.973  -0.742
C 31.451 -23.870 -11.486  0.322
N 30.848 -22.997 -11.962  -0.359
H 32.271 -25.806 -11.669  0.251
H 31.997 -25.397 -10.019  0.273
H 33.297 -24.598 -10.724  0.254
C 34.784 -17.281 -16.690  -0.724
C 35.648 -16.128 -16.953  0.287
N 36.325 -15.214 -17.185  -0.358
H 33.956 -17.439 -17.380  0.288
H 34.580 -17.354 -15.621  0.253
H 35.409 -18.082 -17.086  0.254
C 29.288 -23.938 -18.170  -0.702
C 30.523 -24.380 -17.522  0.268
N 31.493 -24.745 -17.065  -0.326
H 28.910 -23.133 -17.539  0.240
H 28.508 -24.699 -18.154  0.262
H 29.475 -23.696 -19.216  0.257

Force components x, y, z for each atom (eV/Å):
F -0.55 0.05 0.20
C 0.30 -0.11 -0.05
C 1.39 1.08 0.40
C -0.54 1.04 1.72
C 0.10 -1.33 -1.25
C 0.17 0.67 0.60
C -1.61 -1.40 -0.26
H 0.24 0.47 -0.25
H -0.32 -0.28 -0.19
H 0.12 -0.31 -0.65
H 0.77 0.08 -0.17
H -0.06 0.04 -0.11
F -0.06 0.37 -0.51
C 0.30 -2.83 -1.79
C 0.14 1.37 -0.02
C -0.67 1.03 2.20
C 0.54 -1.06 -2.08
C 0.01 0.26 1.15
C -0.64 1.07 1.94
H 0.01 -0.04 0.09
H 0.31 0.06 -0.40
H -0.23 -0.41 -0.22
H -0.20 -0.07 -0.21
H 0.49 0.26 -0.14
F 0.01 -0.02 0.24
C 2.03 -0.39 -1.72
C 0.58 0.47 0.05
C -1.50 0.19 1.30
C 1.38 -0.16 -0.34
C -0.45 0.22 0.20
C -0.98 -0.36 -0.07
H -0.42 0.02 0.11
H -0.02 0.03 0.06
H -0.04 0.27 -0.50
H -0.02 -0.43 0.34
H -0.57 0.16 0.34
F 0.09 -0.17 -0.17
C -0.34 1.40 1.00
C 0.62 -0.15 -0.36
C 0.23 0.53 -0.12
C 0.05 -0.17 0.80
C 2.51 -2.40 -1.31
C -1.83 1.47 0.01
H -0.25 -0.37 0.55
H 0.09 -0.04 0.03
H -0.38 -0.09 -0.54
H -0.32 0.40 -0.22
H -0.47 -0.40 0.34
F 0.66 -0.34 0.14
C 0.21 -0.68 -1.26
C 2.51 -1.00 0.73
C -2.16 -0.04 0.47
C -0.51 1.19 0.12
C 0.12 0.53 -0.55
C 0.03 0.38 0.33
H -0.17 0.17 0.16
H -0.19 0.65 -0.50
H -0.13 -0.64 0.00
H -0.14 0.11 0.19
H -0.22 -0.31 0.16
C 0.20 -0.71 -0.06
C -3.05 0.77 1.89
N 2.89 -0.08 -1.57
H -0.56 0.02 0.00
H 0.13 -0.18 -0.05
H 0.40 0.17 -0.21
C 0.30 1.23 2.05
C -0.12 -0.46 -1.58
N 0.00 0.11 0.32
H -0.13 -0.62 -0.27
H -0.31 0.15 -0.53
H 0.26 -0.42 0.00
C 0.80 -0.08 -0.27
C 0.23 -0.75 -0.90
N -0.25 0.27 0.41
H -0.18 0.36 -0.11
H -0.25 0.31 0.39
H -0.35 -0.10 0.50
C 0.39 -0.12 -0.11
C 3.27 -1.40 -1.79
N -3.78 1.46 1.69
H -0.04 0.00 0.30
H -0.07 0.26 -0.02
H 0.22 -0.21 -0.08
C -0.33 0.07 0.39
C -0.45 0.83 -0.39
N 0.90 -1.45 0.86
H 0.44 0.25 -0.18
H -0.70 0.33 0.00
H 0.13 -0.03 -0.70
C 1.19 -0.43 -0.83
C 0.11 1.72 -0.54
N -0.87 -1.36 0.40
H -0.48 0.98 0.44
H -0.22 -0.29 -0.33
H 0.25 -0.63 0.85
C -0.08 -0.18 0.53
C -1.74 0.16 -1.18
N 1.67 -0.54 0.89
H -0.08 0.39 -0.57
H 0.27 -0.25 0.10
H -0.03 0.42 0.24



No. 2
The following is a quantum chemistry calculation of a molecular structure, C44H46N5PbS4Si in a non-equilibrium geometry, from OMol25.

- E: -4052.291848 a.u.
- Highest occupied orbital energy: -13.679 eV
- Energy above the lowest of the compared OMol25 structures with the same formula, charge and spin: 213.94 kJ/mol
- Largest force on an atom: 0.0707 hartree/bohr
- Frontier orbital gap: 0.2545 Ha
- Total charge: +3

Each line ends with the Mulliken charge.
Element x y z (Å)
Pb -15.983 -11.693 -13.332  1.290
S -19.046 -15.361 -16.762  -0.083
C -19.925 -16.864 -16.931  -0.443
C -19.104 -17.907 -16.996  -0.356
C -17.774 -17.592 -16.726  -0.699
C -17.566 -16.215 -16.458  0.157
C -16.384 -15.444 -16.045  0.474
C -16.502 -14.298 -15.158  0.509
N -15.521 -13.548 -14.775  -0.032
C -14.234 -13.903 -15.131  -0.268
C -13.940 -15.014 -15.946  1.144
C -12.568 -15.231 -16.301  -0.835
C -11.528 -14.474 -15.877  -1.138
C -11.828 -13.338 -14.996  0.774
C -10.918 -12.349 -14.572  -0.755
C -11.365 -11.252 -13.848  0.898
C -12.741 -11.113 -13.537  -0.479
N -13.577 -11.976 -14.033  -0.008
C -13.157 -13.072 -14.647  -0.292
C -10.538 -10.082 -13.355  0.380
C -10.918 -9.027 -12.552  -0.410
C -9.835 -8.392 -11.941  -0.458
C -8.626 -8.815 -12.443  -0.504
S -8.806 -10.160 -13.466  -0.187
C -15.082 -15.745 -16.518  -0.951
H -20.989 -16.942 -17.176  0.415
H -19.477 -18.935 -17.041  0.398
H -16.934 -18.291 -16.738  0.401
H -17.515 -14.075 -14.852  -0.099
H -12.393 -15.948 -17.116  0.376
H -10.485 -14.676 -16.022  0.475
H -9.805 -12.461 -14.746  0.348
H -13.108 -10.339 -12.827  -0.084
H -11.893 -8.765 -12.257  0.565
H -10.032 -7.644 -11.107  0.330
H -7.668 -8.422 -12.151  0.481
H -14.866 -16.592 -17.179  0.471
C -19.765 -11.632 -14.039  -1.124
C -19.354 -12.705 -13.081  0.407
N -18.129 -12.954 -12.755  -0.080
C -17.975 -13.806 -11.656  0.011
C -19.163 -14.396 -11.314  -0.523
S -20.453 -13.636 -12.196  -0.131
C -16.625 -14.241 -11.275  -0.108
C -16.322 -15.316 -10.580  -0.320
S -14.680 -15.408 -10.278  -0.181
C -14.462 -13.910 -11.011  0.539
N -15.533 -13.475 -11.607  0.132
C -13.095 -13.342 -11.123  -1.132
H -20.828 -11.587 -14.272  0.437
H -19.114 -11.786 -14.989  0.227
H -19.473 -10.688 -13.618  0.297
H -19.269 -15.091 -10.494  0.426
H -17.015 -16.082 -10.312  0.463
H -13.134 -12.379 -11.526  -0.106
H -12.449 -14.036 -11.642  0.387
H -12.669 -13.375 -10.146  0.646
N -14.885 -9.307 -12.435  -0.424
C -14.942 -8.238 -11.976  -0.045
C -15.013 -6.966 -11.273  0.595
C -15.021 -5.804 -12.029  -0.217
C -15.159 -4.602 -11.401  -0.749
C -15.244 -4.573 -10.021  -0.323
C -15.126 -5.692 -9.224  -0.637
C -15.058 -6.919 -9.863  -0.335
H -15.005 -5.874 -13.138  0.389
H -15.184 -3.668 -11.904  0.448
H -15.298 -3.649 -9.500  0.403
H -15.066 -5.670 -8.147  0.418
H -15.037 -7.831 -9.258  0.404
C -5.611 -1.767 -16.011  -1.076
Si -5.969 -2.681 -17.659  -0.288
C -6.205 -4.535 -17.725  1.662
C -6.055 -5.010 -16.260  -1.780
C -7.609 -4.905 -18.287  -1.476
C -4.982 -5.190 -18.459  -1.619
C -6.264 -1.631 -19.112  1.807
C -4.680 -1.650 -19.208  -1.432
C -6.682 -0.248 -18.883  -1.765
C -7.026 -2.306 -20.260  -1.672
H -6.010 -0.764 -15.970  0.365
H -4.496 -1.583 -16.188  0.366
H -5.619 -2.239 -15.050  0.471
H -6.852 -4.559 -15.546  0.323
H -5.042 -4.856 -15.894  0.421
H -6.211 -6.070 -16.180  0.570
H -8.325 -4.094 -18.157  0.356
H -7.837 -5.858 -17.915  0.487
H -7.605 -4.980 -19.433  0.306
H -3.941 -4.986 -18.046  0.408
H -4.898 -4.836 -19.520  0.358
H -5.006 -6.306 -18.403  0.416
H -4.441 -0.722 -18.657  0.468
H -4.398 -1.672 -20.225  0.440
H -4.137 -2.548 -18.775  0.320
H -7.754 -0.118 -18.744  0.442
H -6.352 0.331 -19.784  0.375
H -6.427 0.292 -18.006  0.459
H -6.681 -3.250 -20.414  0.452
H -6.770 -1.707 -21.142  0.461
H -8.072 -2.416 -19.976  0.372

Force components x, y, z for each atom (eV/Å):
Pb 0.03 0.00 -0.04
S -0.69 -0.95 0.65
C -1.19 1.77 -0.98
C 0.19 -1.97 0.73
C 2.30 1.98 0.61
C -0.79 -1.16 -0.79
C 1.94 0.04 -0.50
C -0.92 -2.02 -1.73
N 1.15 -0.46 -0.07
C -0.13 -0.57 -0.04
C -1.89 0.58 -0.47
C 0.45 -0.59 -1.49
C -1.00 0.99 1.91
C 0.06 -0.04 -0.26
C 1.51 0.13 0.35
C 0.28 2.00 0.54
C 1.28 0.03 -0.05
N -1.00 0.64 1.72
C -0.90 -0.78 -1.60
C 0.27 -1.43 -0.27
C 0.65 -1.30 -0.06
C 0.32 1.49 0.72
C -0.41 0.26 0.98
S -0.45 0.32 -0.10
C 0.43 0.66 1.90
H 0.45 0.55 0.29
H 0.24 0.43 -0.35
H -0.43 0.07 0.24
H 0.03 0.28 0.26
H 0.04 -0.09 0.73
H 0.16 -0.20 -0.68
H -1.48 0.11 -0.04
H 0.33 -0.62 -1.12
H -1.21 0.05 0.06
H 0.75 -0.85 -1.46
H 0.19 -0.18 -0.11
H -0.32 0.43 0.12
C 1.48 -0.83 -1.65
C -0.74 -0.01 0.27
N 1.72 0.43 0.93
C -1.10 -1.00 -2.02
C 0.35 1.11 0.35
S -0.15 -0.89 0.73
C -1.01 1.69 -1.00
C -0.65 -1.86 0.62
S 0.65 -0.54 1.06
C 0.97 -0.36 -1.14
N -0.38 1.54 0.09
C -0.45 -1.59 0.67
H 0.17 -0.28 -0.07
H -1.38 0.36 1.28
H 0.08 0.58 0.20
H -0.48 -0.02 -0.20
H -0.12 -0.37 0.33
H 0.30 1.27 -0.48
H 0.13 0.05 -0.80
H 0.35 0.59 0.92
N -0.09 1.81 0.67
C -0.01 -0.88 0.45
C 0.07 -0.80 0.24
C -0.30 -0.39 -1.76
C -0.08 0.14 0.94
C 0.55 0.27 0.66
C -0.03 -1.00 -0.69
C 0.11 -0.66 -0.14
H 0.13 0.09 0.94
H -0.07 0.49 -0.67
H -0.18 0.88 0.09
H -0.23 0.27 0.02
H 0.07 0.23 -0.42
C 2.19 -0.11 -1.99
Si -1.06 0.50 1.44
C 1.53 -0.42 0.52
C -1.62 0.96 1.13
C 1.56 1.57 -2.88
C 0.96 -0.08 -0.83
C 0.13 -1.95 1.06
C -0.73 0.30 1.43
C -1.35 2.07 -1.46
C 0.26 2.59 0.85
H -0.42 0.11 -0.08
H -0.95 -0.05 0.31
H -0.44 -0.60 0.26
H 1.46 -0.49 -1.07
H -0.07 0.37 0.22
H -0.17 -0.70 -0.29
H -0.41 -0.40 0.74
H -0.95 -1.12 0.71
H 0.33 -0.12 1.58
H -1.43 0.26 0.05
H -0.30 -0.67 0.68
H -0.44 0.79 -0.34
H 0.86 -0.70 -0.54
H 0.56 0.18 -1.17
H -0.19 0.43 0.02
H -0.42 -0.43 -0.83
H -0.48 -0.01 0.80
H 1.48 0.15 0.93
H 1.15 -2.77 -0.61
H -0.85 -0.15 -0.14
H -0.09 0.55 -0.56